# 1
21
Properties=species:S:1:pos:R:3:forces:R:3 method="wB97M-V/def2-TZVPD" relative_energy_ev=2.4367 homo_lumo_gap_ev=9.03 fmax_ev_per_a=3.20
C 1.885 1.303 1.086 -0.65 0.06 -0.40
N 0.885 0.409 0.570 0.10 -2.23 -1.27
C 1.285 -0.478 -0.493 -0.07 -1.74 0.03
C 0.203 -1.578 -0.703 -2.13 2.38 0.30
N -1.160 -0.880 -0.653 1.13 0.20 -0.55
C -1.316 0.005 -1.831 -1.25 -1.32 -0.24
H 2.816 0.760 1.255 -0.02 -0.24 0.34
H 1.540 1.743 2.019 0.19 0.25 -0.07
H 2.166 2.061 0.335 -0.24 0.28 0.31
H -0.119 0.211 0.606 0.24 1.52 1.18
H 1.464 0.037 -1.439 0.36 0.02 -0.18
H 2.123 -1.169 -0.252 0.42 1.03 -0.03
H 0.231 -2.044 -1.689 0.74 -0.50 0.22
H 0.181 -2.217 0.178 0.31 -0.48 -0.37
H -1.869 -1.589 -0.790 -0.01 -0.11 0.41
H -2.300 0.471 -1.767 0.25 0.55 0.23
H -0.518 0.711 -2.003 0.10 0.21 0.35
H -1.438 -0.626 -2.724 0.49 0.14 -0.23
H -2.663 0.548 2.706 -0.32 -0.06 0.20
H -1.340 1.148 2.478 0.48 0.21 -0.04
O -2.058 1.176 3.111 -0.13 -0.18 -0.19



# 2
89
Properties=species:S:1:pos:R:3:forces:R:3 method="wB97M-V/def2-TZVPD" relative_energy_ev=0.0000 homo_lumo_gap_ev="6.41 / 7.87" multiplicity=8 s2=16.035 fmax_ev_per_a=1.79 total_charge=+1
Gd -0.617 0.341 0.919 -1.06 0.96 -0.05
O 0.106 3.543 0.959 -0.05 -0.84 -0.80
C -0.108 2.741 0.050 0.55 0.06 0.26
C -0.119 3.238 -1.394 0.09 0.80 -0.09
C 0.649 4.349 -1.786 -0.64 0.09 0.09
C 0.319 5.082 -2.921 -0.56 -0.81 0.10
C -0.775 4.681 -3.706 0.17 0.10 0.34
C -1.499 3.546 -3.365 0.03 -0.34 0.07
C -1.138 2.783 -2.240 -0.22 0.31 0.77
P -2.042 1.344 -1.540 -0.48 0.17 -0.42
C -3.241 2.004 -0.289 0.20 -0.39 0.02
C -4.126 1.074 0.278 0.08 0.04 0.04
C -4.968 1.452 1.315 -0.27 -0.33 -0.11
C -4.952 2.755 1.793 -0.06 -0.19 0.24
C -4.028 3.654 1.293 -0.37 -0.17 -0.16
C -3.186 3.281 0.257 0.30 0.11 -0.23
C -3.095 0.808 -2.928 -0.09 -0.20 0.28
C -4.307 1.400 -3.248 -0.17 0.00 -0.19
C -5.050 0.972 -4.348 0.03 0.43 0.41
C -4.573 -0.054 -5.141 -0.22 -0.48 -0.28
C -3.380 -0.681 -4.795 0.02 -0.34 -0.37
C -2.660 -0.270 -3.689 0.41 0.16 -0.15
H 1.399 4.714 -1.108 0.26 0.07 0.16
H 0.824 6.004 -3.137 0.30 0.17 -0.16
H -1.098 5.299 -4.541 0.10 -0.19 0.13
H -2.387 3.291 -3.938 0.24 -0.13 0.02
H -4.153 0.054 -0.095 -0.02 0.05 -0.01
H -5.657 0.721 1.740 0.16 0.21 -0.13
H -5.655 3.046 2.572 0.21 0.00 -0.10
H -4.009 4.652 1.683 0.15 0.35 0.07
H -2.464 3.988 -0.126 -0.03 0.13 -0.05
H -4.674 2.200 -2.629 -0.16 0.23 0.10
H -5.994 1.466 -4.554 0.10 -0.13 -0.10
H -5.154 -0.409 -6.003 0.33 0.22 0.39
H -3.007 -1.511 -5.393 -0.11 0.17 0.09
H -1.711 -0.742 -3.446 -0.16 -0.11 0.00
N 1.154 -0.580 1.563 -0.94 0.33 0.68
P 2.393 -1.244 0.955 1.32 -0.10 -0.49
C 2.511 -3.053 1.117 -0.30 0.52 -0.06
C 1.401 -3.763 0.667 -0.03 0.16 -0.23
C 1.464 -5.132 0.513 -0.77 -0.26 -0.46
C 2.636 -5.800 0.814 0.30 -0.24 0.40
C 3.712 -5.109 1.359 -0.28 -0.09 -0.27
C 3.657 -3.726 1.495 0.31 -0.40 0.06
C 3.934 -0.593 1.698 -0.58 -0.39 -0.13
C 4.775 0.237 0.984 -0.07 -0.25 -0.12
C 5.921 0.734 1.569 0.45 0.23 0.16
C 6.235 0.428 2.883 -0.59 -0.11 -0.18
C 5.338 -0.342 3.629 0.69 -0.02 0.36
C 4.200 -0.864 3.046 -0.25 0.07 -0.05
C 2.480 -1.067 -0.886 -0.03 -0.06 1.00
C 1.403 -0.572 -1.615 1.31 -0.49 -1.11
C 1.468 -0.573 -3.017 -0.03 0.12 0.24
C 2.616 -1.009 -3.657 0.25 -0.23 0.35
C 3.698 -1.480 -2.910 -0.25 0.01 -0.34
C 3.611 -1.543 -1.533 0.18 -0.02 -0.32
H 0.516 -3.213 0.350 0.08 -0.09 0.06
H 0.596 -5.671 0.100 0.53 0.22 0.24
H 2.717 -6.869 0.653 -0.06 0.06 0.04
H 4.595 -5.660 1.634 0.22 0.02 0.06
H 4.525 -3.202 1.874 -0.05 0.08 -0.05
H 4.549 0.453 -0.047 0.03 0.16 -0.18
H 6.578 1.360 0.985 0.14 0.08 -0.05
H 7.151 0.791 3.317 0.08 0.06 0.14
H 5.587 -0.564 4.667 -0.21 0.02 -0.22
H 3.513 -1.463 3.647 0.15 0.06 -0.22
H 0.533 -0.182 -1.162 -0.76 0.31 0.29
H 0.639 -0.217 -3.621 0.00 0.04 0.21
H 2.685 -1.027 -4.735 -0.09 0.13 -0.08
H 4.588 -1.816 -3.425 0.04 -0.05 0.05
H 4.431 -1.970 -0.967 -0.01 0.05 0.05
N -0.870 2.719 4.879 0.25 0.53 0.28
C -0.622 1.726 4.031 -0.04 -0.03 0.51
N 0.646 1.377 3.839 0.54 -0.02 -0.44
S -1.942 0.906 3.340 -0.07 -0.08 -0.17
H -0.132 3.211 5.362 -0.05 -0.14 -0.11
H -1.810 3.023 5.057 -0.10 -0.09 -0.18
H 1.407 2.022 4.017 -0.28 -0.07 0.13
H 0.889 0.591 3.228 -0.02 -0.03 -0.01
C -2.481 -4.010 0.923 -0.01 -0.14 0.11
C -1.960 -2.735 1.461 0.43 0.29 0.03
C -1.299 -2.698 2.782 0.51 -0.04 0.46
O -1.995 -1.693 0.812 -0.30 0.04 -0.56
H -3.240 -4.386 1.607 -0.21 -0.05 0.00
H -1.680 -4.754 0.963 0.01 0.05 -0.12
H -2.871 -3.884 -0.079 -0.06 -0.08 -0.10
H -1.244 -3.644 3.303 -0.10 -0.27 -0.02
H -1.798 -1.965 3.410 -0.09 0.11 0.09
H -0.277 -2.316 2.619 -0.21 -0.06 0.07